P) Here is 2 unconnected molecules or ions with the total composition C6H16 from OMol25. Energies are from ωB97M-V/def2-TZVPD.

CARTESIAN COORDINATES (ANGSTROEM)
C (-0.226, -0.109, 1.430)
C (-0.965, -0.072, 2.786)
C (0.057, 1.305, 0.929)
C (0.898, -1.144, 1.477)
H (-0.937, -0.451, 0.664)
H (-0.381, -0.041, 3.684)
H (-0.713, 1.690, 0.267)
H (0.158, 2.082, 1.697)
H (1.002, 1.399, 0.367)
H (1.863, -0.766, 1.125)
H (1.130, -1.428, 2.513)
H (-1.532, -1.014, 2.770)
H (-1.738, 0.705, 2.773)
H (0.592, -2.015, 0.913)
C (0.224, -0.496, -2.324)
C (-0.053, 0.434, -3.531)
H (-0.596, -1.225, -2.242)
H (1.253, -0.823, -2.293)
H (-0.036, 0.113, -1.459)
H (-1.073, 0.793, -3.540)
H (0.834, 1.080, -3.511)
H (0.240, -0.016, -4.494)

Its frontier orbital gap is 11.98 eV. As for the LUMO energy: 0.0388 hartree. Its SMILES is CC(C)C.CC.

Q) Here is 2 unconnected molecules or ions with the total composition C6H16 from OMol25. Energies are from ωB97M-V/def2-TZVPD.

CARTESIAN COORDINATES (ANGSTROEM)
C (2.262, 0.431, -1.671)
C (2.338, -1.004, -2.163)
H (3.201, 0.952, -1.836)
H (1.387, 1.017, -1.955)
H (2.165, 0.447, -0.582)
H (2.489, -1.026, -3.243)
H (3.162, -1.581, -1.756)
H (1.412, -1.546, -1.985)
C (-1.459, 0.145, 0.709)
C (-2.593, 0.392, 1.694)
C (-0.470, 1.305, 0.697)
C (-0.770, -1.171, 1.032)
H (-1.959, 0.108, -0.261)
H (-2.248, 0.707, 2.688)
H (-0.933, 2.268, 0.449)
H (0.013, 1.408, 1.673)
H (0.258, 1.155, -0.096)
H (-1.485, -1.984, 1.120)
H (0.000, -1.529, 0.346)
H (-0.344, -1.123, 2.039)
H (-3.173, -0.529, 1.813)
H (-3.251, 1.159, 1.289)

Its frontier orbital gap is 12.42 eV. As for the LUMO energy: 0.0411 hartree. Its SMILES is CC(C)C.CC.

R) Here is 2 unconnected molecules or ions with the total composition C6H16 from OMol25. Energies are from ωB97M-V/def2-TZVPD.

CARTESIAN COORDINATES (ANGSTROEM)
C (0.496, 0.510, -0.955)
C (1.667, -0.065, -1.843)
C (1.146, 0.787, 0.491)
C (-0.059, 1.816, -1.389)
H (-0.310, -0.350, -0.967)
H (2.171, 0.719, -2.538)
H (1.274, -0.868, -2.585)
H (2.118, 1.212, 0.392)
H (0.622, 1.697, 0.994)
H (1.257, -0.174, 1.049)
H (0.006, 1.877, -2.548)
H (-1.140, 1.925, -1.040)
H (0.316, 2.678, -1.065)
H (2.482, -0.588, -1.212)
C (-1.882, -0.951, 1.120)
C (-1.207, -1.824, 2.189)
H (-1.151, -1.021, 0.284)
H (-2.801, -1.276, 0.866)
H (-1.890, 0.108, 1.323)
H (-1.918, -1.960, 2.829)
H (-0.362, -1.386, 2.709)
H (-0.834, -2.864, 1.898)

Its frontier orbital gap is 11.67 eV. As for the LUMO energy: 0.0392 hartree. Its SMILES is CC(C)C.CC.

Most favorable first, least favorable last: Q), P), R)

P) Here is C3H7N3S in the gas phase from OMol25. Energies are from ωB97M-V/def2-TZVPD.

CARTESIAN COORDINATES (ANGSTROEM)
C (0.874, 0.863, -0.451)
C (0.320, -0.494, -0.570)
C (0.341, -1.555, 0.468)
N (-1.364, 1.384, 0.283)
N (-0.181, 1.804, -0.023)
N (-1.587, 0.178, 0.119)
S (-2.685, -0.854, 0.503)
H (1.783, 1.103, 0.296)
H (1.206, 1.114, -1.492)
H (0.160, -0.844, -1.572)
H (-0.368, -2.350, 0.273)
H (0.053, -1.109, 1.351)
H (1.374, -1.902, 0.378)
H (0.074, 2.662, 0.436)

Its frontier orbital gap is 7.53 eV. As for the LUMO energy: 0.0035 hartree.

Q) Here is C3H7N3S in the gas phase from OMol25. Energies are from ωB97M-V/def2-TZVPD.

CARTESIAN COORDINATES (ANGSTROEM)
C (1.255, -0.682, -0.011)
C (-0.666, 1.113, -0.316)
C (-1.577, 0.190, 0.621)
H (3.113, -0.040, -0.067)
H (1.427, 1.180, -0.902)
H (-1.158, 1.139, -1.399)
H (-0.744, 2.200, 0.023)
H (-1.317, 0.200, 1.618)
H (-2.575, 0.673, 0.714)
H (0.371, -2.650, 0.200)
N (2.525, -0.949, 0.085)
N (0.704, 0.633, -0.246)
N (0.230, -1.599, 0.024)
S (-1.588, -1.409, -0.344)

Its frontier orbital gap is 8.81 eV. As for the LUMO energy: 0.0122 hartree. Its SMILES is [H]/N=C1\NCCSN1.

Most favorable first, least favorable last: Q), P)

P) Here is C3H7N3S in the gas phase from OMol25. Energies are from ωB97M-V/def2-TZVPD.

CARTESIAN COORDINATES (ANGSTROEM)
C (1.400, 0.962, -0.295)
C (0.637, -1.338, 0.016)
C (-1.046, -0.081, 1.136)
H (1.585, 1.588, -1.190)
H (0.413, 1.233, 0.048)
H (2.147, 1.220, 0.503)
H (2.062, -0.767, -1.235)
H (1.070, -2.327, -0.225)
H (-0.601, 0.410, 2.043)
H (-3.730, 0.556, -0.883)
N (1.378, -0.431, -0.619)
N (-0.451, -1.193, 0.702)
N (-2.093, 0.508, 0.678)
S (-2.771, -0.338, -0.679)

Its frontier orbital gap is 8.67 eV. As for the LUMO energy: 0.0224 hartree. Its SMILES is CN/C=N\C=N/S.

Q) Here is C3H7N3S in the gas phase from OMol25. Energies are from ωB97M-V/def2-TZVPD.

CARTESIAN COORDINATES (ANGSTROEM)
C (2.654, 0.286, -0.013)
C (1.615, -0.796, -0.130)
C (-1.367, 0.767, -0.138)
H (2.224, 1.290, -0.130)
H (3.446, 0.138, -0.766)
H (3.155, 0.183, 1.004)
H (1.965, -1.837, -0.121)
H (-1.800, 1.724, -0.124)
H (-1.820, -1.227, -0.101)
H (-4.223, -0.157, 1.146)
N (0.349, -0.650, -0.226)
N (-0.081, 0.708, -0.211)
N (-2.216, -0.286, -0.012)
S (-3.900, -0.143, -0.178)

Its frontier orbital gap is 9.63 eV. As for the LUMO energy: 0.0307 hartree. Its SMILES is C/C=N\N=C/NS.

R) Here is C3H7N3S in the gas phase from OMol25. Energies are from ωB97M-V/def2-TZVPD.

CARTESIAN COORDINATES (ANGSTROEM)
C (0.696, 0.266, 0.808)
C (1.264, -0.555, -0.290)
C (-0.836, 0.080, 0.907)
N (1.347, 0.929, 1.675)
N (-1.508, 0.818, -1.456)
N (0.193, -1.326, -0.827)
S (-1.359, -0.524, -0.810)
H (1.765, 0.095, -1.103)
H (2.046, -1.236, 0.158)
H (-1.314, -0.440, 1.829)
H (-1.242, 1.104, 0.844)
H (0.774, 1.515, 2.277)
H (-2.183, 0.967, -2.294)
H (0.358, -1.693, -1.718)

Its frontier orbital gap is 9.64 eV. As for the LUMO energy: 0.0259 hartree.

Most favorable first, least favorable last: P), Q), R)

P) Here is C3H7N3S in the gas phase from OMol25. Energies are from ωB97M-V/def2-TZVPD.

CARTESIAN COORDINATES (ANGSTROEM)
C (0.181, -0.677, 0.415)
C (-1.157, 0.038, 0.551)
C (1.114, 0.537, 0.222)
H (-0.305, -2.220, -0.873)
H (1.261, -1.631, -0.968)
H (0.472, -1.281, 1.265)
H (-1.211, 0.373, 1.567)
H (-2.001, -0.563, 0.282)
H (-1.238, 0.954, -1.277)
H (0.631, 2.488, -0.255)
N (0.275, -1.390, -0.856)
N (-1.063, 1.223, -0.319)
N (0.293, 1.528, -0.216)
S (2.745, 0.621, 0.461)

Its frontier orbital gap is 9.05 eV. As for the LUMO energy: 0.0252 hartree. Its SMILES is N[C@@H]1CNNC1=S.

Q) Here is C3H7N3S in the gas phase from OMol25. Energies are from ωB97M-V/def2-TZVPD.

CARTESIAN COORDINATES (ANGSTROEM)
C (-0.690, -1.104, 0.509)
C (-1.244, 0.316, 0.876)
C (1.182, 1.209, -0.851)
H (-0.159, -1.586, 1.417)
H (-1.434, -1.762, 0.160)
H (-0.624, 0.816, 1.685)
H (-2.240, 0.209, 1.237)
H (2.101, 1.742, -1.169)
H (2.283, -0.547, -0.239)
H (0.609, -1.698, -1.198)
N (0.098, 1.865, -0.958)
N (1.337, -0.087, -0.384)
N (0.226, -0.863, -0.582)
S (-1.444, 1.490, -0.503)

Its frontier orbital gap is 8.23 eV. As for the LUMO energy: 0.0276 hartree. Its SMILES is C1=NSCCNN1.

R) Here is C3H7N3S in the gas phase from OMol25. Energies are from ωB97M-V/def2-TZVPD.

CARTESIAN COORDINATES (ANGSTROEM)
C (2.096, 0.497, -0.094)
C (-1.693, 0.944, -0.016)
C (1.246, -0.267, -0.907)
N (2.305, 1.206, 0.796)
N (-0.103, -0.262, 1.550)
N (-0.946, -1.496, -0.881)
S (-0.546, -0.220, -0.113)
H (-2.151, 1.095, -0.924)
H (-1.312, 1.699, 0.674)
H (1.326, -1.314, -1.126)
H (0.946, 0.190, -1.938)
H (0.399, -1.134, 1.792)
H (0.396, 0.548, 1.839)
H (-1.964, -1.486, -0.651)

Its frontier orbital gap is 9.09 eV. As for the LUMO energy: 0.0101 hartree. Its SMILES is C=[S@](=N)(N)CC#N.

Most favorable first, least favorable last: P), Q), R)